{"formula": "C25H26FN6O3", "method": "ωB97M-V/def2-TZVPD", "homo_ev": -11.21, "smiles": "Fc1ccccc1[C@@H](c1nnnn1Cc1ccc2c(c1)OCO2)[NH+]1CCN(Cc2ccco2)CC1", "multiplicity": 1, "charge": 1, "de_lowest_kj_mol": 16.9, "homo_lumo_gap_ev": 8.911, "max_force_ev_per_a": 1.63, "symbols": ["F", "C", "C", "C", "C", "C", "C", "C", "C", "N", "N", "N", "N", "C", "C", "C", "C", "C", "C", "C", "H", "O", "C", "O", "H", "H", "H", "H", "H", "H", "H", "N", "H", "C", "C", "N", "C", "C", "H", "H", "H", "H", "C", "C", "C", "C", "C", "O", "H", "H", "H", "H", "H", "H", "H", "H", "H", "H", "H", "H", "H"], "coordinates": [[-1.024, -2.511, 2.782], [0.284, -2.815, 2.998], [0.620, -3.864, 3.825], [1.964, -4.161, 3.996], [2.931, -3.421, 3.336], [2.572, -2.368, 2.509], [1.234, -2.043, 2.334], [0.737, -0.893, 1.480], [1.817, 0.039, 1.060], [2.733, -0.176, 0.138], [3.488, 0.910, 0.099], [3.095, 1.768, 0.937], [2.040, 1.273, 1.578], [1.269, 2.046, 2.520], [-0.081, 2.353, 1.916], [-1.250, 1.895, 2.502], [-2.499, 2.126, 1.922], [-2.521, 2.824, 0.740], [-1.342, 3.295, 0.146], [-0.112, 3.069, 0.710], [0.790, 3.441, 0.253], [-1.647, 3.944, -1.008], [-3.058, 3.924, -1.110], [-3.581, 3.163, -0.038], [-3.351, 3.467, -2.066], [-3.448, 4.952, -1.060], [-3.407, 1.781, 2.386], [-1.208, 1.370, 3.445], [1.173, 1.496, 3.460], [1.838, 2.961, 2.697], [-0.006, -0.324, 2.056], [0.003, -1.425, 0.276], [-0.759, -2.015, 0.635], [0.847, -2.278, -0.601], [0.020, -2.787, -1.796], [-0.617, -1.729, -2.539], [-1.436, -0.939, -1.659], [-0.631, -0.332, -0.501], [-1.277, 0.250, 0.159], [0.150, 0.316, -0.903], [-1.914, -0.139, -2.224], [-2.228, -1.583, -1.262], [0.307, -0.990, -3.412], [-0.245, 0.313, -3.875], [-0.974, 0.667, -4.970], [-1.192, 2.064, -4.868], [-0.581, 2.459, -3.721], [-0.006, 1.408, -3.105], [-0.487, 3.414, -3.245], [-1.724, 2.682, -5.561], [-1.309, 0.018, -5.751], [0.494, -1.627, -4.279], [1.267, -0.787, -2.916], [0.677, -3.349, -2.460], [-0.761, -3.468, -1.439], [1.224, -3.119, -0.017], [1.699, -1.677, -0.928], [3.336, -1.806, 1.996], [3.974, -3.660, 3.464], [2.251, -4.974, 4.642], [-0.155, -4.427, 4.319]], "forces_ev_per_a": [[0.00, 0.00, 0.04], [0.38, 0.00, -0.06], [-0.22, 0.13, -0.09], [-0.01, 0.08, -0.08], [0.07, 0.00, 0.01], [-0.07, -0.04, 0.05], [-0.31, 0.00, 0.10], [0.11, -0.16, 0.59], [0.30, 0.75, 0.01], [-0.63, -0.76, 0.28], [0.85, 0.08, -0.75], [0.03, 1.35, 0.76], [0.13, -1.51, -0.61], [-0.42, 0.47, 0.28], [-0.13, -0.07, 0.16], [0.28, 0.12, 0.01], [-0.26, 0.17, -0.34], [0.54, 0.04, -0.04], [-0.28, -0.30, 0.37], [-0.28, 0.14, -0.16], [0.17, 0.05, -0.11], [0.48, -0.07, 0.18], [-0.75, 0.61, -0.93], [-0.04, -0.28, 0.39], [0.12, 0.02, 0.25], [0.14, -0.24, 0.08], [-0.15, -0.05, 0.07], [0.04, -0.08, 0.12], [0.05, 0.08, -0.08], [0.00, -0.17, 0.05], [0.08, -0.15, -0.27], [-0.18, -0.04, 0.22], [0.14, 0.11, 0.10], [0.37, -0.65, -0.87], [0.03, 0.03, 0.22], [-0.21, -0.04, -0.15], [0.14, 0.17, 0.20], [-0.62, 0.48, -0.70], [0.11, -0.04, 0.14], [0.02, -0.09, 0.17], [-0.04, 0.02, 0.13], [-0.05, 0.03, 0.02], [-0.04, 0.17, 0.05], [-0.19, -0.40, -0.72], [0.37, -0.27, 0.54], [0.15, 0.29, 0.42], [-0.50, 0.33, -0.58], [0.28, -0.22, 0.31], [0.08, 0.09, 0.12], [-0.09, 0.21, -0.12], [-0.04, -0.22, -0.17], [0.12, 0.11, 0.05], [0.04, -0.02, -0.07], [0.03, -0.07, 0.11], [0.05, -0.08, 0.00], [-0.05, 0.11, 0.07], [-0.25, -0.12, 0.13], [0.07, 0.08, -0.05], [0.11, -0.03, 0.02], [0.02, -0.09, 0.07], [-0.10, -0.06, 0.06]]}

{"formula": "C29H20BCl5HfN3O4S", "method": "ωB97M-V/def2-TZVPD", "homo_ev": -10.65, "multiplicity": 1, "charge": 1, "de_lowest_kj_mol": 0.0, "homo_lumo_gap_ev": 7.220, "max_force_ev_per_a": 0.62, "symbols": ["Hf", "Cl", "C", "C", "C", "Cl", "C", "Cl", "C", "Cl", "C", "Cl", "C", "N", "C", "C", "N", "C", "S", "C", "C", "C", "C", "C", "N", "H", "H", "H", "H", "H", "H", "H", "H", "H", "C", "C", "O", "C", "C", "C", "C", "C", "C", "O", "H", "H", "H", "H", "H", "H", "H", "O", "B", "O", "C", "C", "C", "C", "C", "C", "H", "H", "H", "H"], "coordinates": [[0.293, -0.307, 0.099], [3.231, -0.165, -1.637], [2.035, 0.864, -2.379], [0.777, 0.911, -1.793], [-0.151, 1.726, -2.436], [-1.764, 1.793, -1.784], [0.136, 2.472, -3.572], [-1.052, 3.466, -4.308], [1.422, 2.397, -4.115], [1.813, 3.300, -5.516], [2.387, 1.581, -3.518], [3.959, 1.476, -4.193], [-3.900, -1.467, 2.844], [-3.501, -0.140, 2.410], [-4.349, 0.873, 2.013], [-3.594, 1.889, 1.565], [-2.267, 1.484, 1.670], [-2.232, 0.216, 2.188], [-0.846, -0.707, 2.497], [-1.161, 2.346, 1.547], [-1.272, 3.656, 1.989], [-0.175, 4.489, 1.863], [0.998, 3.980, 1.330], [1.020, 2.664, 0.922], [-0.045, 1.853, 1.007], [-4.985, -1.517, 2.840], [-3.527, -1.655, 3.849], [-3.491, -2.200, 2.153], [-5.417, 0.768, 2.065], [-3.865, 2.839, 1.145], [-2.191, 4.001, 2.440], [-0.233, 5.516, 2.194], [1.884, 4.588, 1.226], [1.917, 2.224, 0.502], [2.016, -4.320, -0.541], [1.931, -2.984, 0.132], [0.943, -2.260, -0.192], [2.910, -2.558, 1.075], [3.986, -3.416, 1.420], [4.948, -3.027, 2.305], [4.876, -1.750, 2.884], [3.859, -0.885, 2.577], [2.848, -1.259, 1.670], [1.902, -0.403, 1.386], [1.181, -4.422, -1.228], [1.983, -5.123, 0.196], [2.954, -4.413, -1.088], [4.043, -4.399, 0.974], [5.761, -3.691, 2.562], [5.640, -1.442, 3.586], [3.801, 0.099, 3.021], [-3.190, -1.231, -0.201], [-1.869, -1.172, -0.667], [-1.839, -1.648, -1.988], [-3.132, -1.957, -2.330], [-3.630, -2.441, -3.521], [-5.000, -2.667, -3.578], [-5.826, -2.417, -2.488], [-5.316, -1.927, -1.289], [-3.957, -1.706, -1.243], [-2.982, -2.634, -4.364], [-5.435, -3.047, -4.492], [-6.887, -2.608, -2.574], [-5.954, -1.733, -0.438]], "forces_ev_per_a": [[-0.23, -0.06, 0.58], [0.05, -0.07, 0.11], [0.00, 0.03, -0.07], [-0.07, -0.01, -0.12], [0.08, -0.07, 0.04], [-0.12, 0.11, 0.07], [0.09, -0.02, -0.03], [-0.02, 0.00, 0.00], [0.01, -0.03, 0.04], [0.00, 0.00, 0.01], [-0.12, 0.07, -0.05], [0.03, -0.02, 0.03], [0.00, -0.14, 0.09], [0.16, 0.17, -0.10], [-0.07, 0.03, -0.01], [-0.09, 0.07, -0.05], [-0.26, -0.27, 0.15], [0.04, 0.03, -0.06], [-0.03, -0.04, 0.13], [0.23, 0.20, -0.07], [0.01, -0.13, -0.03], [0.01, -0.04, -0.02], [0.03, 0.03, -0.01], [0.05, -0.03, 0.00], [-0.08, 0.23, 0.00], [0.00, 0.00, 0.01], [-0.01, -0.01, -0.01], [-0.02, 0.01, 0.02], [-0.02, 0.02, -0.01], [-0.02, 0.00, 0.00], [0.00, -0.01, 0.01], [0.00, 0.01, 0.01], [0.01, 0.01, 0.00], [0.00, 0.02, 0.00], [-0.08, 0.07, -0.01], [0.08, -0.14, 0.00], [0.17, -0.07, -0.28], [0.03, 0.25, 0.15], [-0.05, 0.03, 0.00], [0.05, -0.09, -0.01], [-0.01, 0.03, 0.01], [-0.12, 0.02, -0.06], [0.12, -0.23, -0.05], [0.01, 0.04, -0.19], [0.01, -0.01, 0.00], [-0.01, 0.00, 0.02], [0.01, 0.02, -0.01], [0.00, -0.01, -0.01], [0.00, -0.02, -0.01], [0.00, 0.01, 0.01], [-0.01, 0.02, 0.00], [-0.08, 0.07, 0.13], [0.30, -0.01, -0.24], [0.01, -0.04, -0.06], [-0.27, -0.01, 0.15], [0.18, 0.04, 0.07], [-0.08, -0.03, -0.05], [-0.07, -0.01, 0.00], [0.14, 0.02, 0.07], [0.05, -0.08, -0.27], [0.01, 0.00, -0.01], [0.00, 0.00, -0.01], [-0.01, 0.00, 0.00], [-0.02, 0.01, 0.02]]}

{"formula": "C6H12O", "method": "ωB97M-V/def2-TZVPD", "homo_ev": [-6.63, -6.65], "multiplicity": 1, "charge": 0, "de_lowest_kj_mol": 310.2, "homo_lumo_gap_ev": [7.664, 7.689], "max_force_ev_per_a": 1.03, "symbols": ["C", "C", "C", "O", "C", "C", "C", "H", "H", "H", "H", "H", "H", "H", "H", "H", "H", "H", "H"], "coordinates": [[2.071, 0.058, 1.532], [1.080, 0.246, 0.422], [1.526, 0.462, -0.978], [-0.047, -0.409, 0.615], [-1.092, -0.400, -0.186], [-1.366, 0.835, -0.962], [-2.215, -1.277, 0.279], [2.593, -0.918, 1.492], [1.591, 0.162, 2.514], [2.831, 0.840, 1.451], [1.092, 1.330, -1.494], [1.225, -0.421, -1.583], [2.617, 0.559, -0.985], [-0.829, 0.941, -1.914], [-2.440, 0.908, -1.164], [-1.055, 1.694, -0.333], [-1.853, -2.031, 0.983], [-2.702, -1.799, -0.555], [-3.011, -0.710, 0.788]], "forces_ev_per_a": [[-0.02, 0.15, -0.04], [0.67, 0.39, -0.07], [0.11, -0.06, -0.15], [-0.11, -0.59, 0.84], [-0.78, -0.12, -0.57], [-0.10, 0.18, -0.01], [-0.07, -0.08, 0.04], [-0.19, 0.21, 0.00], [0.12, -0.11, -0.25], [-0.02, -0.13, 0.09], [0.21, -0.11, 0.15], [0.12, 0.18, 0.16], [-0.18, 0.00, -0.14], [-0.17, -0.05, 0.16], [0.20, 0.01, 0.00], [-0.07, -0.10, -0.17], [0.02, 0.08, -0.14], [0.17, 0.10, 0.10], [0.10, 0.05, -0.03]]}

{"formula": "C31H25Cl5N2O4PRuS", "method": "ωB97M-V/def2-TZVPD", "homo_ev": [-7.76, -7.83], "multiplicity": 2, "charge": 0, "de_lowest_kj_mol": 346.1, "homo_lumo_gap_ev": [6.801, 7.070], "s_squared": 0.83, "max_force_ev_per_a": 4.39, "symbols": ["Ru", "C", "C", "C", "C", "C", "H", "H", "H", "H", "H", "O", "S", "O", "O", "C", "C", "C", "C", "C", "C", "P", "C", "C", "C", "C", "C", "C", "C", "C", "C", "C", "C", "C", "H", "H", "H", "H", "H", "H", "H", "H", "H", "H", "H", "H", "H", "H", "C", "N", "C", "N", "O", "H", "H", "H", "H", "H", "H", "Cl", "C", "C", "C", "Cl", "C", "Cl", "C", "Cl", "C", "Cl"], "coordinates": [[1.630, -0.507, 0.103], [1.621, -0.060, 2.570], [2.091, 1.174, 1.976], [3.312, 0.928, 1.369], [3.630, -0.422, 1.592], [2.578, -1.009, 2.370], [0.723, -0.183, 3.155], [1.622, 2.141, 2.037], [3.923, 1.650, 0.850], [4.552, -0.901, 1.296], [2.573, -2.006, 2.770], [1.064, -0.894, -2.251], [1.271, 0.491, -2.738], [1.879, 0.667, -4.024], [1.934, 1.244, -1.661], [-0.352, 1.165, -2.824], [-0.917, 1.336, -4.083], [-2.194, 1.857, -4.194], [-2.889, 2.227, -3.053], [-2.319, 2.054, -1.800], [-1.054, 1.489, -1.654], [-0.286, 1.304, 0.020], [-1.697, 1.028, 1.162], [-2.881, 0.391, 0.808], [-3.874, 0.158, 1.757], [-3.686, 0.532, 3.080], [-2.491, 1.137, 3.456], [-1.511, 1.379, 2.504], [0.092, 3.087, 0.337], [1.341, 3.620, 0.005], [1.596, 4.975, 0.179], [0.618, 5.819, 0.687], [-0.626, 5.303, 1.018], [-0.888, 3.949, 0.841], [-0.334, 1.075, -4.957], [-2.638, 1.998, -5.171], [-3.878, 2.661, -3.134], [-2.872, 2.376, -0.927], [-3.033, 0.058, -0.209], [-4.789, -0.338, 1.456], [-4.461, 0.349, 3.817], [-2.325, 1.426, 4.488], [-0.592, 1.868, 2.812], [2.110, 2.978, -0.401], [2.569, 5.369, -0.091], [0.823, 6.874, 0.824], [-1.400, 5.951, 1.413], [-1.869, 3.572, 1.101], [-0.460, -3.760, -1.934], [-1.430, -3.718, -0.847], [-1.574, -2.665, -0.007], [-2.592, -2.785, 0.920], [-0.896, -1.647, -0.073], [-0.963, -3.832, -2.898], [0.209, -4.614, -1.819], [0.124, -2.845, -1.920], [-2.008, -4.523, -0.688], [-2.899, -3.705, 1.186], [-2.548, -2.109, 1.664], [0.408, -3.199, 2.166], [1.482, -3.510, 0.816], [2.090, -2.467, 0.134], [3.074, -2.824, -0.810], [3.945, -1.564, -1.607], [3.386, -4.140, -1.119], [4.603, -4.510, -2.280], [2.689, -5.160, -0.480], [3.003, -6.805, -0.883], [1.749, -4.844, 0.496], [0.913, -6.116, 1.305]], "forces_ev_per_a": [[0.17, 0.60, 4.34], [-1.01, 0.74, -0.37], [-0.20, 0.11, -0.33], [0.15, 0.45, 0.03], [-0.07, -0.57, -1.04], [0.94, -0.64, -0.47], [-0.05, 0.00, -0.12], [-0.10, -0.07, 0.04], [-0.03, -0.04, -0.09], [-0.09, -0.07, 0.00], [0.03, -0.04, -0.08], [0.27, 0.25, 0.17], [0.56, 0.24, 0.32], [-0.13, -0.47, -0.23], [0.13, 0.32, -0.32], [-0.48, -0.03, 0.01], [0.07, 0.05, 0.25], [-0.09, 0.06, -0.04], [-0.03, 0.01, 0.01], [-0.03, 0.02, 0.05], [0.09, 0.00, -0.12], [-0.37, -0.06, -0.58], [0.20, 0.00, 0.21], [-0.13, 0.01, -0.02], [0.07, 0.02, -0.02], [0.04, -0.01, 0.00], [0.02, -0.03, -0.09], [-0.04, 0.02, 0.04], [-0.04, 0.13, -0.02], [-0.08, 0.08, 0.05], [-0.02, -0.04, 0.00], [0.02, -0.03, -0.01], [0.02, -0.08, -0.02], [0.05, 0.00, -0.09], [0.00, 0.00, 0.04], [0.00, -0.01, 0.00], [0.05, -0.01, 0.01], [0.01, -0.03, 0.00], [0.01, 0.00, 0.01], [0.04, 0.04, 0.00], [0.06, 0.02, -0.06], [-0.01, -0.01, -0.06], [-0.06, 0.00, -0.02], [-0.05, 0.01, -0.02], [-0.04, -0.02, 0.02], [0.00, -0.05, -0.01], [0.04, -0.04, -0.03], [0.03, -0.01, -0.01], [-0.11, 0.01, 0.15], [0.17, -0.03, 0.02], [-0.16, -0.08, -0.14], [0.01, -0.04, -0.18], [-0.03, 0.21, -0.21], [-0.03, 0.00, -0.03], [-0.02, 0.00, 0.00], [-0.03, 0.04, 0.02], [-0.04, -0.07, -0.07], [0.03, -0.02, 0.02], [0.03, 0.00, 0.03], [0.18, -0.22, -0.28], [-0.10, -0.13, 0.28], [0.33, -0.26, -1.22], [-0.22, 0.00, 0.20], [0.26, -0.08, -0.11], [0.04, 0.01, -0.05], [-0.09, -0.03, 0.06], [-0.05, -0.11, 0.07], [-0.01, 0.03, 0.01], [-0.02, -0.02, 0.11], [-0.02, -0.03, 0.00]]}

{"formula": "C4H2O2", "method": "ωB97M-V/def2-TZVPD", "homo_ev": -10.23, "multiplicity": 1, "charge": 0, "de_lowest_kj_mol": 353.3, "homo_lumo_gap_ev": 8.894, "max_force_ev_per_a": 1.14, "symbols": ["O", "C", "C", "C", "C", "O", "H", "H"], "coordinates": [[-2.429, -0.657, 0.467], [-1.442, -0.109, 0.055], [-1.060, 1.086, -0.719], [0.013, 0.414, -0.348], [1.443, 0.089, -0.218], [1.825, -0.888, 0.374], [-0.434, -0.762, 0.391], [2.095, 0.822, -0.717]], "forces_ev_per_a": [[0.50, 0.09, -0.10], [-1.13, 0.16, -0.02], [0.24, -0.24, 0.15], [-0.09, -0.09, 0.03], [0.27, -0.35, 0.19], [-0.06, 0.47, -0.29], [0.16, 0.01, 0.01], [0.10, -0.05, 0.04]]}

{"formula": "C4H11NO2", "method": "ωB97M-V/def2-TZVPD", "homo_ev": -8.90, "smiles": "C[C@H](CO)NCO", "multiplicity": 1, "charge": 0, "de_lowest_kj_mol": 317.5, "homo_lumo_gap_ev": 9.755, "max_force_ev_per_a": 3.70, "symbols": ["C", "C", "C", "O", "N", "C", "O", "H", "H", "H", "H", "H", "H", "H", "H", "H", "H", "H"], "coordinates": [[-0.831, -1.418, 0.463], [-0.391, -0.131, -0.172], [-0.565, 0.039, -1.682], [-1.989, 0.427, -1.798], [1.092, -0.138, 0.130], [1.476, 1.116, 0.817], [0.796, 1.550, 2.067], [-0.606, -1.398, 1.543], [-1.831, -1.906, 0.463], [-0.142, -2.327, 0.065], [-0.630, 0.816, 0.332], [-0.359, -0.845, -2.255], [0.036, 0.841, -2.106], [-2.307, 0.327, -0.914], [1.454, -0.637, -0.696], [2.523, 1.036, 1.105], [1.366, 1.834, 0.012], [0.910, 0.814, 2.627]], "forces_ev_per_a": [[0.40, -3.63, 0.54], [3.07, 0.47, -0.06], [-2.49, 1.02, 1.20], [1.44, -0.40, -1.42], [-2.30, -0.89, 1.16], [1.48, -0.17, -0.87], [0.02, -0.03, -3.68], [0.15, 0.25, -0.44], [0.06, 1.12, -0.73], [-1.35, 2.21, 0.69], [-1.28, -0.51, -0.15], [-0.06, -0.75, -0.18], [0.07, 0.21, 0.27], [-0.70, 0.00, 0.64], [1.40, 1.26, 1.10], [0.14, 0.01, -0.36], [-0.22, 1.30, 0.84], [0.15, -1.46, 1.45]]}